No. 1
Formula: C15H37N3O
Source: the OMol25 dataset
Level of theory: the ωB97M-V functional and the def2-TZVPD basis

- Total charge: 0
- SMILES: CCN(CC)CC.CCN(CC)CC.CN(C)C=O
- LUMO energy: 0.025 Eh
- HOMO level: -0.31716 Eh
- Multiplicity: 1
- Frontier orbital gap: 9.32 eV

Cartesian coordinates (Å):
C1 -14.19053 -7.37014 -7.81291
C2 -13.28968 -7.14320 -6.60166
N1 -13.98512 -7.53025 -5.34353
C3 -13.21535 -8.51333 -4.60991
C4 -13.41490 -9.93804 -5.13486
C5 -14.26969 -6.36099 -4.51137
C6 -15.20209 -5.39029 -5.19400
H1 -13.66622 -7.14414 -8.74829
H2 -15.11669 -6.81110 -7.73527
H3 -14.36855 -8.44641 -7.89229
H4 -12.41189 -7.78428 -6.71336
H5 -12.95221 -6.10667 -6.52432
H6 -12.13636 -8.28377 -4.59808
H7 -13.50293 -8.47193 -3.55488
H8 -14.46630 -10.14736 -5.31988
H9 -12.83701 -10.10252 -6.04626
H10 -13.06462 -10.66201 -4.39391
H11 -13.34529 -5.85636 -4.18159
H12 -14.76569 -6.73695 -3.61425
H13 -16.04772 -5.93204 -5.61947
H14 -14.73194 -4.78062 -5.96644
H15 -15.60540 -4.68520 -4.46079
C7 -17.39205 -4.51552 -14.17541
C8 -16.66786 -5.69706 -13.49701
N2 -15.72470 -5.36614 -12.42965
C9 -14.59023 -4.59201 -12.89310
C10 -13.67680 -5.33124 -13.86713
C11 -16.41890 -4.70588 -11.31420
C12 -15.58440 -4.74260 -10.03847
H16 -17.39938 -4.63479 -15.25738
H17 -16.95350 -3.56133 -13.89406
H18 -18.44160 -4.46877 -13.87520
H19 -17.39169 -6.41032 -13.09021
H20 -16.16689 -6.31500 -14.24266
H21 -14.89798 -3.62332 -13.32648
H22 -13.98777 -4.34315 -12.01694
H23 -12.88041 -4.66641 -14.20259
H24 -13.19347 -6.15893 -13.34058
H25 -14.19444 -5.72726 -14.73362
H26 -17.31349 -5.30642 -11.12806
H27 -16.72433 -3.68522 -11.58071
H28 -16.23050 -4.62420 -9.16661
H29 -14.82246 -3.96375 -10.01284
H30 -15.10639 -5.71561 -9.95258
C13 -16.21507 -10.03531 -13.35530
O1 -16.55686 -11.06092 -13.91799
N3 -16.40551 -9.76081 -12.05302
C14 -16.12502 -8.43886 -11.52534
C15 -16.85395 -10.80436 -11.15302
H31 -15.70322 -9.22069 -13.89761
H32 -15.72502 -8.50990 -10.51490
H33 -17.04100 -7.84903 -11.57101
H34 -15.37093 -7.91940 -12.11531
H35 -16.25887 -10.77674 -10.24146
H36 -17.90298 -10.65590 -10.86818
H37 -16.78676 -11.75158 -11.67827

Mulliken population analysis, charges in e, atoms 1 to 6:
1 C -0.77
2 C -0.96
3 N 0.17
4 C -0.63
5 C -1.30
6 C -0.56

=====

No. 2
Formula: C15H38B2InNO10PS2
Source: the OMol25 dataset
Level of theory: the ωB97M-V functional and the def2-TZVPD basis

- Total charge: -1
- LUMO energy: 0.071 Eh
- HOMO level: -0.16226 Eh
- Multiplicity: 1
- Frontier orbital gap: 6.36 eV

Cartesian coordinates (Å):
C1 3.21649 2.34187 1.86880
C2 3.56658 2.93960 0.38317
C3 2.37009 2.79451 -0.72729
In1 1.30723 0.79786 -0.75655
B1 -0.83596 1.15420 -0.10167
O1 -1.75019 1.94007 -0.99854
O2 -1.39496 0.61813 1.16244
C4 -1.79568 -0.78937 0.92881
C5 -3.08161 -0.97502 -0.07055
B2 2.37744 -0.88693 0.32061
O3 1.85113 -1.29169 1.67043
N1 3.56234 -1.64673 -0.24866
C6 4.84183 -0.81790 -0.05234
C7 3.82541 -2.93188 0.51114
P1 1.17234 0.06440 -3.23234
O4 0.73599 1.38016 -4.02041
O5 2.81803 -0.28791 -3.77648
O6 0.08139 -1.27293 -3.48006
H1 3.64477 1.24449 2.03390
H2 3.81124 3.01670 2.65356
H3 2.08306 2.44281 2.16737
H4 3.74528 4.11049 0.53131
H5 4.58944 2.53311 -0.07419
H6 1.52808 3.63050 -0.64750
H7 2.85877 2.95786 -1.80260
H8 -1.34425 2.86447 -1.08606
H9 -0.84845 -1.30661 0.41891
H10 -2.01039 -1.28254 1.99459
H11 -2.80320 -1.56578 -1.04450
H12 -3.87739 -1.63683 0.52206
H13 -3.60621 0.01737 -0.40060
H14 1.04311 -1.88273 1.46496
H15 4.89250 0.10553 -0.77947
H16 4.97844 -0.51552 1.08381
H17 5.74883 -1.55327 -0.28796
H18 4.46557 -3.63284 -0.20088
H19 4.46568 -2.72212 1.49006
H20 2.83944 -3.55455 0.75127
H21 2.71464 -1.04053 -4.44144
H22 -0.29843 -1.61233 -2.60235
C8 -4.13435 -5.22464 -3.06863
C9 -3.36007 -4.87668 -4.33907
C10 -2.11374 -4.09972 -3.91827
S1 -1.71348 -4.65332 -2.26752
O7 -1.88995 -3.54390 -1.35418
O8 -0.49502 -5.43693 -2.30965
C11 -3.10021 -5.75808 -2.08844
H23 -4.92184 -5.95906 -3.26128
H24 -4.60504 -4.32096 -2.66335
H25 -3.06366 -5.80074 -4.85013
H26 -3.96983 -4.29613 -5.03839
H27 -1.27033 -4.30136 -4.58350
H28 -2.30732 -3.02430 -3.87747
H29 -3.44795 -5.75677 -1.05401
H30 -2.76810 -6.76087 -2.37332
C12 -1.79094 5.72403 3.23412
C13 -2.20972 4.27547 2.98738
C14 -1.00568 3.38978 3.30345
S2 -0.04433 4.27062 4.52475
O9 1.22825 4.63181 3.93634
O10 -0.14338 3.58264 5.79649
C15 -1.07500 5.72343 4.57657
H31 -2.65068 6.40039 3.23747
H32 -1.10549 6.05059 2.44295
H33 -3.04210 4.01796 3.65354
H34 -2.55301 4.12296 1.95937
H35 -1.31311 2.42342 3.71108
H36 -0.37708 3.23921 2.42148
H37 -0.46130 6.61154 4.73657
H38 -1.78396 5.60149 5.40092

Mulliken population analysis, charges in e, atoms 1 to 6:
1 C -0.27
2 C -0.26
3 C -0.65
4 In 1.06
5 B 0.11
6 O -0.81

=====

No. 3
Formula: C15H38Cl2P2Tc
Source: the OMol25 dataset
Level of theory: the ωB97M-V functional and the def2-TZVPD basis

- Total charge: 0
- LUMO energy (spin up / spin down): 0.028 / -0.003 Eh
- HOMO level (spin up / spin down): -0.22440 / -0.30566 Eh
- Multiplicity: 4
- Frontier orbital gap (spin up / spin down): 6.86 / 8.24 eV

Cartesian coordinates (Å):
Tc1 -0.12362 0.09216 0.71124
Cl1 2.16945 0.04377 0.52806
Cl2 -2.35198 0.43812 0.45006
H1 -0.25481 1.66338 0.31229
H2 0.05456 1.67989 1.29999
P1 0.08854 -0.17430 -2.15290
C1 1.75569 -0.74257 -2.89802
C2 -1.12563 -0.99425 -3.35199
C3 0.08096 1.65500 -2.66895
C4 2.33340 -1.99252 -2.24478
H3 2.39563 0.11785 -2.63057
C5 1.76859 -0.94246 -4.43726
H4 1.28833 -1.90078 -4.70486
H5 2.82348 -1.00528 -4.75518
H6 1.29401 -0.12907 -5.00196
H7 2.66256 -1.78445 -1.21964
H8 3.20849 -2.30652 -2.83641
H9 1.62456 -2.83359 -2.23836
H10 1.01179 1.98015 -2.18085
C6 -1.07703 2.42579 -2.07989
C7 0.18586 1.89458 -4.17621
H11 1.23109 1.94221 -4.48439
H12 -0.27746 2.85227 -4.42528
H13 -0.34325 1.13594 -4.76185
H14 -1.02016 2.47902 -0.99219
H15 -2.03637 1.98703 -2.36723
H16 -1.04610 3.44779 -2.47137
C8 -1.18681 -2.50501 -3.09713
H17 -0.73610 -0.85134 -4.37361
C9 -2.53296 -0.36871 -3.31054
H18 -0.23721 -2.99421 -3.36051
H19 -1.99718 -2.92177 -3.71497
H20 -1.43147 -2.72986 -2.04981
H21 -2.92313 -0.31301 -2.28354
H22 -3.21759 -1.02245 -3.87598
H23 -2.56141 0.63711 -3.76553
C10 -0.57134 -2.27004 3.62768
C11 -1.16843 -0.86416 3.66583
P2 0.01930 0.38338 3.03655
C12 -0.15313 2.03969 3.87269
C13 -1.01463 2.13277 5.13322
C14 1.56684 -0.10289 3.93348
C15 1.43648 -0.30263 5.45576
H24 -0.30212 -2.59520 2.62052
H25 -1.33143 -2.94959 4.01792
H26 0.32810 -2.35824 4.24351
H27 -2.05584 -0.78794 3.02726
H28 -1.47458 -0.55700 4.68096
H29 0.86833 2.34502 4.09848
H30 -0.51194 2.71611 3.08997
H31 -0.38146 2.02427 6.02808
H32 -1.46494 3.13105 5.18084
H33 -1.82088 1.38472 5.17926
H34 1.93863 -1.00234 3.42824
H35 2.26467 0.72280 3.72441
H36 0.41236 -0.28961 5.85381
H37 1.90302 -1.25514 5.75509
H38 2.01624 0.49502 5.95660

Mulliken population analysis, charges in e, atoms 1 to 6:
1 Tc -1.19
2 Cl -0.54
3 Cl -0.51
4 H -0.11
5 H 0.10
6 P 0.77